Record 1
C4H11N2OS | ωB97M-V/def2-TZVPD

```
19
Properties=species:S:1:pos:R:3:lowdin_charge:R:1
C 0.3412 1.4542 0.0691 -0.4093
C 0.1907 -0.8465 1.4210 -0.1203
C -0.7112 -0.9374 -0.8869 -0.2002
C 0.4167 -0.5065 0.0101 -0.7495
N 1.5708 1.9322 0.1978 0.1659
N -1.9535 -0.0797 -0.9626 0.1673
O -0.7119 2.0395 -0.0223 0.0447
S 1.9659 -1.0406 -0.6253 0.9189
H 0.8581 -0.3047 1.9115 0.0280
H -0.7702 -0.5358 1.8635 0.1154
H 0.3008 -1.9222 1.6903 0.1234
H -1.0452 -1.8990 -0.4867 0.1344
H -0.3568 -1.1168 -1.9462 0.1412
H 2.3268 1.1563 0.2548 0.1042
H 1.7164 2.9163 0.1129 0.1260
H -1.9110 0.6134 -0.1584 0.1477
H -2.8120 -0.6985 -1.1928 0.2170
H -1.8349 0.5240 -1.7947 0.1667
H 2.4192 -0.7484 0.5449 -0.1215
```

As for the lowest unoccupied orbital energy: -0.1252 hartree. The total charge is +1. The calculation puts the total energy at -741.658585 Ha. The HOMO energy is -12.74 eV.

Record 2
C4H11N2OSi | ωB97M-V/def2-TZVPD

```
19
Properties=species:S:1:pos:R:3:lowdin_charge:R:1
C -0.1529 1.5580 -0.7593 -0.1411
C -0.8598 2.6802 -1.3509 -0.0164
C -0.5492 -2.6508 -0.1516 -0.1326
C 1.2465 -0.9393 2.1074 -0.1719
N -0.9114 0.4363 0.4069 0.0102
N 0.9215 1.0003 -1.1171 0.0170
O 1.3013 -0.1630 -0.6449 -0.1176
Si 0.1914 -0.9599 0.5725 0.5947
H -1.8120 2.8446 -0.8337 0.0919
H -1.2340 2.5651 -2.4457 0.1436
H -0.1324 3.5751 -1.3557 0.1361
H 0.1674 -3.1223 -0.9243 0.0708
H -0.5219 -3.2014 0.7387 -0.0174
H -1.5557 -2.6230 -0.6459 0.0527
H 1.8767 -1.9184 1.8986 0.0837
H 1.6890 -0.0021 2.4328 0.0347
H 0.6244 -1.3422 3.0316 0.0823
H -1.7367 0.8991 0.8915 0.1008
H 1.4480 1.3637 -1.8508 0.1784
```

As for the lowest unoccupied orbital energy: -0.1403 hartree. The total charge is +1. The calculation puts the total energy at -632.947281 Ha. The HOMO energy is -13.66 eV. The SMILES is CC1=[NH+]O[Si](C)(C)N1.

Record 3
C4H11N2S | ωB97M-V/def2-TZVPD

```
18
Properties=species:S:1:pos:R:3:lowdin_charge:R:1
C -0.5522 0.9321 -1.5133 -0.0949
C -0.5752 -0.3636 -0.5248 -0.4712
C -0.6377 0.1762 0.8788 -0.8691
S -2.1631 1.0230 1.2580 0.1352
N 0.6843 -1.1523 -0.8370 -0.0528
C 1.7653 -0.4482 -0.1553 -0.3272
N 3.1217 -1.1098 -0.4416 -0.0162
H -0.9280 0.7552 -2.5787 0.0854
H -0.7207 1.8689 -1.0237 0.0276
H 0.4703 1.0749 -1.6566 0.0020
H -1.4430 -1.1160 -0.7741 0.1420
H 0.2303 0.8961 0.9993 0.0455
H -0.2655 -0.7048 1.4913 0.0568
H 0.4390 -2.0611 -0.3846 0.1045
H 1.7263 -0.5091 1.0673 0.1411
H 1.9139 0.4994 -0.4838 0.0584
H 3.6076 -0.9469 0.4101 0.0235
H 2.9361 -2.0679 -0.3576 0.0096
```

As for the lowest unoccupied orbital energy: 0.1366 hartree. The total charge is -1. The calculation puts the total energy at -666.657415 Ha. The HOMO energy is -2.45 eV. The SMILES is C[C@H](C[S-])NCN.

What did the third record say?
C4H11N2S | ωB97M-V/def2-TZVPD

```
18
Properties=species:S:1:pos:R:3:lowdin_charge:R:1
C -0.5522 0.9321 -1.5133 -0.0949
C -0.5752 -0.3636 -0.5248 -0.4712
C -0.6377 0.1762 0.8788 -0.8691
S -2.1631 1.0230 1.2580 0.1352
N 0.6843 -1.1523 -0.8370 -0.0528
C 1.7653 -0.4482 -0.1553 -0.3272
N 3.1217 -1.1098 -0.4416 -0.0162
H -0.9280 0.7552 -2.5787 0.0854
H -0.7207 1.8689 -1.0237 0.0276
H 0.4703 1.0749 -1.6566 0.0020
H -1.4430 -1.1160 -0.7741 0.1420
H 0.2303 0.8961 0.9993 0.0455
H -0.2655 -0.7048 1.4913 0.0568
H 0.4390 -2.0611 -0.3846 0.1045
H 1.7263 -0.5091 1.0673 0.1411
H 1.9139 0.4994 -0.4838 0.0584
H 3.6076 -0.9469 0.4101 0.0235
H 2.9361 -2.0679 -0.3576 0.0096
```

As for the lowest unoccupied orbital energy: 0.1366 hartree. The total charge is -1. The calculation puts the total energy at -666.657415 Ha. The HOMO energy is -2.45 eV. The SMILES is C[C@H](C[S-])NCN.

> Among the records above, which one has the highest total energy?

C4H11N2OSi